(1)
Below is 6 unconnected molecules or ions with the total composition C35H78N2O5P, with properties calculated with ωB97M-V with the def2-TZVPD basis set.

Atoms and positions in Å:
C1 5.092 2.743 0.665
C2 5.633 2.153 -0.601
C3 4.503 2.118 -1.604
C4 3.500 0.969 -1.334
C5 3.438 -0.070 -2.441
C6 2.181 0.140 -3.261
C7 0.936 -0.332 -2.507
C8 0.938 -1.848 -2.240
C9 -0.485 -2.418 -2.144
C10 -0.996 -2.484 -0.682
C11 -2.519 -2.571 -0.578
C12 -3.158 -1.172 -0.653
C13 -4.277 -0.963 0.410
C14 -5.644 -0.653 -0.173
C15 -5.877 0.840 -0.332
C16 -5.274 1.468 -1.586
P1 -4.629 3.263 -1.275
C17 -6.001 4.051 -2.384
C18 -6.365 5.532 -2.097
N1 -6.346 5.965 -0.705
C19 -3.198 2.541 -0.161
N2 -2.095 1.923 -0.908
C20 -1.063 2.884 -1.290
H1 4.583 3.671 0.432
H2 4.421 2.041 1.153
H3 5.880 2.975 1.379
H4 6.429 2.794 -0.986
H5 6.122 1.194 -0.438
H6 3.975 3.064 -1.496
H7 4.888 2.078 -2.619
H8 2.519 1.400 -1.161
H9 3.814 0.479 -0.413
H10 4.301 0.072 -3.088
H11 3.515 -1.090 -2.073
H12 2.080 1.209 -3.448
H13 2.265 -0.374 -4.218
H14 0.052 -0.106 -3.099
H15 0.815 0.221 -1.577
H16 1.477 -2.104 -1.331
H17 1.460 -2.322 -3.074
H18 -0.450 -3.443 -2.512
H19 -1.140 -1.815 -2.767
H20 -0.577 -3.382 -0.238
H21 -0.628 -1.599 -0.162
H22 -2.883 -3.205 -1.385
H23 -2.766 -3.065 0.361
H24 -2.359 -0.471 -0.444
H25 -3.525 -1.017 -1.661
H26 -3.975 -0.210 1.135
H27 -4.348 -1.898 0.965
H28 -6.395 -1.010 0.538
H29 -5.832 -1.210 -1.088
H30 -6.959 0.953 -0.415
H31 -5.592 1.380 0.570
H32 -4.473 0.828 -1.954
H33 -6.035 1.439 -2.362
H34 -5.485 3.404 -0.084
H35 -4.053 4.616 -1.085
H36 -3.744 3.109 -2.463
H37 -5.605 4.017 -3.401
H38 -6.933 3.482 -2.401
H39 -5.748 6.206 -2.682
H40 -7.390 5.686 -2.441
H41 -6.867 5.335 -0.114
H42 -5.404 6.081 -0.367
H43 -2.764 3.365 0.403
H44 -3.565 1.820 0.579
H45 -2.439 1.501 -1.765
H46 -0.738 3.403 -0.406
H47 -1.418 3.579 -2.054
H48 -0.201 2.333 -1.666
C21 1.484 3.819 -0.240
C22 1.760 5.000 0.685
O1 2.731 5.010 1.416
C23 0.777 6.145 0.650
H49 2.268 3.074 -0.114
H50 0.509 3.346 -0.020
H51 1.480 4.158 -1.270
H52 -0.217 5.790 0.927
H53 0.736 6.572 -0.353
H54 1.091 6.915 1.353
C24 -0.284 -0.713 4.461
C25 -0.524 0.554 3.671
O2 0.223 1.497 3.792
C26 -1.743 0.546 2.744
H55 0.602 -0.593 5.081
H56 -1.143 -0.921 5.101
H57 -0.134 -1.552 3.780
H58 -2.642 0.383 3.343
H59 -1.645 -0.255 2.007
H60 -1.842 1.490 2.216
C27 1.042 -4.689 3.325
C28 0.412 -5.554 2.257
O3 -0.361 -5.090 1.452
C29 0.795 -7.011 2.253
H61 0.685 -3.667 3.220
H62 0.773 -5.064 4.314
H63 2.129 -4.701 3.223
H64 0.511 -7.471 3.201
H65 1.872 -7.115 2.109
H66 0.278 -7.518 1.442
C30 1.318 -9.722 7.105
C31 0.440 -8.767 6.334
O4 0.559 -8.623 5.139
C32 -0.593 -7.999 7.122
H67 2.013 -10.206 6.422
H68 1.883 -9.180 7.864
H69 0.706 -10.483 7.591
H70 -0.105 -7.388 7.883
H71 -1.282 -8.691 7.609
H72 -1.155 -7.352 6.452
C33 7.487 2.801 -5.544
C34 7.238 1.382 -5.089
O5 6.155 0.862 -5.207
C35 8.405 0.646 -4.474
H73 6.572 3.212 -5.962
H74 7.800 3.415 -4.698
H75 8.268 2.818 -6.306
H76 8.754 1.176 -3.585
H77 9.224 0.575 -5.192
H78 8.091 -0.355 -4.190

Output
multiplicity = 1
net charge = -1

(2)
Below is a molecular structure, C35H81N3O7S4, with properties calculated with ωB97M-V with the def2-TZVPD basis set.

Atoms and positions in Å:
C1 -0.252 3.347 -4.317
S1 -1.456 1.970 -4.157
O1 -1.554 1.292 -5.484
C2 -0.574 0.853 -2.874
H1 -0.098 3.886 -3.382
H2 -0.549 4.014 -5.127
H3 0.668 2.824 -4.578
H4 -0.173 1.406 -2.024
H5 0.262 0.420 -3.423
H6 -1.223 0.086 -2.451
C3 -2.735 -6.418 -0.177
S2 -1.200 -5.419 -0.136
O2 -1.633 -4.010 -0.393
C4 -0.939 -5.425 1.679
H7 -2.534 -7.488 -0.223
H8 -3.147 -6.184 -1.158
H9 -3.318 -6.090 0.684
H10 -0.298 -4.583 1.941
H11 -0.652 -6.430 1.986
H12 -1.913 -5.183 2.105
C5 -0.962 -4.350 3.918
S3 -1.621 -2.634 3.536
O3 -2.870 -2.842 2.685
C6 -1.896 -2.098 5.360
H13 -0.858 -4.617 4.970
H14 0.042 -4.298 3.497
H15 -1.659 -5.100 3.542
H16 -2.799 -2.588 5.725
H17 -2.103 -1.030 5.428
H18 -0.924 -2.270 5.822
C7 3.532 1.862 -2.215
S4 2.197 2.999 -2.557
O4 1.319 2.257 -3.517
C8 1.239 3.300 -0.904
H19 4.306 2.508 -1.803
H20 3.899 1.548 -3.192
H21 3.313 1.019 -1.559
H22 0.680 2.435 -0.547
H23 0.693 4.220 -1.116
H24 1.899 3.384 -0.041
C9 5.084 5.348 2.809
C10 4.657 4.431 1.621
C11 5.707 3.424 1.298
C12 5.844 2.329 2.354
C13 4.585 1.545 2.655
C14 3.297 2.477 2.873
N1 3.372 3.806 2.098
O5 2.205 4.588 2.184
C15 1.995 1.740 2.386
C16 3.284 2.680 4.399
C17 4.451 5.326 0.371
H25 5.965 5.943 2.564
H26 5.229 4.750 3.708
H27 4.310 6.112 2.887
H28 5.760 3.153 0.243
H29 6.685 3.878 1.461
H30 6.261 2.811 3.238
H31 6.544 1.611 1.926
H32 4.900 0.824 3.410
H33 4.204 0.879 1.882
H34 2.262 1.303 1.424
H35 1.819 0.946 3.112
H36 1.170 2.442 2.263
H37 3.338 1.744 4.955
H38 4.138 3.288 4.695
H39 2.368 3.237 4.598
H40 3.950 4.652 -0.324
H41 5.361 5.675 -0.117
H42 3.681 6.077 0.544
H43 1.814 4.334 1.344
C18 -0.440 -2.851 -0.272
C19 0.551 -2.054 0.627
C20 1.620 -1.517 -0.304
C21 1.183 -0.230 -1.101
C22 0.755 0.915 -0.155
C23 -0.276 0.364 0.879
N2 0.008 -0.932 1.394
O6 -0.826 -1.326 2.410
C24 -0.303 1.451 2.122
C25 -1.592 0.425 0.125
C26 1.298 -3.044 1.591
H44 -1.308 -3.096 0.340
H45 -0.017 -3.804 -0.591
H46 -0.818 -2.233 -1.086
H47 2.398 -1.192 0.387
H48 2.126 -2.178 -1.007
H49 0.384 -0.433 -1.814
H50 2.056 0.044 -1.694
H51 0.295 1.667 -0.796
H52 1.567 1.352 0.426
H53 -1.126 1.361 2.831
H54 0.585 1.245 2.719
H55 -0.429 2.489 1.811
H56 -2.410 0.011 0.716
H57 -1.811 1.447 -0.184
H58 -1.490 -0.220 -0.747
H59 2.137 -2.567 2.098
H60 1.704 -3.769 0.886
H61 0.607 -3.529 2.282
H62 -1.661 -1.226 1.946
C27 -3.619 1.480 -3.506
C28 -3.941 -0.043 -3.357
C29 -2.754 -0.727 -4.143
C30 -2.770 -2.274 -4.055
C31 -2.576 -2.674 -2.615
C32 -3.640 -2.040 -1.669
N3 -3.831 -0.569 -2.012
O7 -4.772 0.086 -1.225
C33 -4.965 -2.648 -1.746
C34 -3.248 -2.222 -0.140
C35 -5.296 -0.323 -4.037
H63 -4.367 2.186 -3.146
H64 -2.724 1.667 -2.912
H65 -3.280 1.844 -4.476
H66 -2.897 -0.504 -5.200
H67 -1.719 -0.428 -3.981
H68 -3.666 -2.768 -4.431
H69 -1.887 -2.676 -4.553
H70 -1.506 -2.557 -2.445
H71 -2.887 -3.718 -2.569
H72 -4.941 -3.657 -1.335
H73 -5.331 -2.675 -2.772
H74 -5.761 -2.138 -1.202
H75 -3.326 -3.276 0.128
H76 -3.967 -1.609 0.404
H77 -2.275 -1.761 0.028
H78 -6.100 -0.377 -3.303
H79 -5.575 0.584 -4.574
H80 -5.295 -1.013 -4.880
H81 -4.197 0.334 -0.497

Output
multiplicity = 1
energy relative to the best compared isomer or geometry (same formula, charge and spin) = 666.8 kcal per mole

(3)
Below is 7 unconnected molecules or ions with the total composition C35H82BrClO8S, with properties calculated with ωB97M-V with the def2-TZVPD basis set.

Atoms and positions in Å:
C1 -3.570 3.849 0.862
C2 -2.522 2.675 0.844
O1 -1.320 3.237 0.327
C3 -0.347 2.263 -0.055
Cl1 -0.440 0.703 0.848
C4 1.031 3.000 0.086
C5 1.569 3.054 1.555
C6 1.570 4.552 2.033
C7 0.139 5.107 2.323
Br1 2.707 4.736 3.658
O2 1.977 2.594 -0.871
C8 2.553 1.327 -0.594
C9 2.411 0.312 -1.785
C10 3.680 -0.609 -1.863
C11 3.452 -2.055 -1.264
S1 2.435 -2.078 0.266
H1 -4.116 3.942 -0.086
H2 -2.968 4.765 1.040
H3 -4.214 3.732 1.748
H4 -2.430 2.350 1.899
H5 -2.918 1.862 0.206
H6 -0.488 2.112 -1.146
H7 0.787 4.052 -0.171
H8 0.945 2.511 2.283
H9 2.617 2.722 1.643
H10 1.993 5.166 1.218
H11 0.227 5.844 3.144
H12 -0.174 5.699 1.441
H13 -0.607 4.335 2.558
H14 3.647 1.478 -0.457
H15 2.172 0.813 0.304
H16 2.403 0.884 -2.732
H17 1.500 -0.296 -1.649
H18 3.927 -0.734 -2.937
H19 4.571 -0.168 -1.383
H20 3.065 -2.729 -2.050
H21 4.457 -2.448 -1.008
H22 2.876 -1.038 1.043
C12 8.668 0.134 -1.667
C13 7.689 -0.638 -0.801
O3 7.003 -1.667 -1.492
C14 7.809 -2.692 -2.048
C15 8.624 -3.455 -1.019
H23 8.168 0.536 -2.550
H24 9.107 0.958 -1.102
H25 9.486 -0.501 -2.015
H26 6.920 0.048 -0.439
H27 8.184 -1.042 0.088
H28 8.453 -2.283 -2.835
H29 7.123 -3.384 -2.540
H30 9.362 -2.815 -0.532
H31 9.160 -4.278 -1.494
H32 7.975 -3.860 -0.240
C16 -8.490 1.414 -0.068
C17 -8.006 2.830 0.181
O4 -6.921 3.219 -0.645
C18 -7.161 3.210 -2.041
C19 -8.273 4.148 -2.476
H33 -7.668 0.703 0.027
H34 -9.271 1.148 0.646
H35 -8.906 1.299 -1.072
H36 -7.645 2.906 1.208
H37 -8.828 3.548 0.089
H38 -7.352 2.188 -2.387
H39 -6.228 3.526 -2.510
H40 -9.240 3.845 -2.070
H41 -8.358 4.157 -3.564
H42 -8.076 5.164 -2.129
C20 3.832 4.653 -6.088
C21 3.441 3.758 -4.925
O5 4.212 2.573 -4.832
C22 5.605 2.742 -4.640
C23 5.961 3.479 -3.362
H43 3.796 4.100 -7.028
H44 3.156 5.507 -6.154
H45 4.847 5.041 -5.976
H46 2.407 3.435 -5.058
H47 3.473 4.308 -3.978
H48 6.052 3.229 -5.514
H49 6.028 1.736 -4.598
H50 5.600 4.510 -3.375
H51 7.044 3.509 -3.229
H52 5.512 2.987 -2.497
C24 -3.030 -5.078 -0.112
C25 -2.050 -4.985 -1.269
O6 -2.269 -3.870 -2.114
C26 -2.163 -2.595 -1.502
C27 -0.796 -2.312 -0.907
H53 -4.058 -5.074 -0.477
H54 -2.859 -5.994 0.456
H55 -2.924 -4.237 0.576
H56 -2.161 -5.868 -1.900
H57 -1.016 -4.991 -0.908
H58 -2.952 -2.468 -0.752
H59 -2.366 -1.866 -2.289
H60 -0.566 -2.988 -0.080
H61 -0.751 -1.291 -0.522
H62 -0.015 -2.440 -1.659
C28 3.222 -7.990 2.518
C29 4.607 -7.378 2.638
O7 4.850 -6.332 1.716
C30 3.995 -5.203 1.812
C31 4.062 -4.499 3.155
H63 3.038 -8.331 1.498
H64 3.121 -8.837 3.199
H65 2.440 -7.270 2.768
H66 5.353 -8.146 2.426
H67 4.798 -7.036 3.661
H68 2.966 -5.485 1.566
H69 4.318 -4.509 1.035
H70 3.701 -5.137 3.965
H71 3.446 -3.599 3.141
H72 5.090 -4.220 3.391
C32 -10.163 -1.377 5.632
C33 -9.166 -1.344 4.488
O8 -9.329 -0.237 3.620
C34 -9.181 1.044 4.206
C35 -7.809 1.284 4.812
H73 -11.186 -1.339 5.253
H74 -10.037 -2.288 6.219
H75 -10.033 -0.528 6.307
H76 -9.303 -2.234 3.872
H77 -8.137 -1.384 4.863
H78 -9.972 1.218 4.944
H79 -9.342 1.766 3.404
H80 -7.616 0.616 5.654
H81 -7.728 2.309 5.176
H82 -7.027 1.109 4.071

Output
multiplicity = 1
SMILES string = CCO[C@H](Cl)[C@@H](C[C@@H](C)Br)OCCCCS.CCOCC.CCOCC.CCOCC.CCOCC.CCOCC.CCOCC

Number 1: calculated total energy -2207.277904 hartree, largest force on an atom 0.0357 hartree/bohr. Number 2: calculated total energy -3664.476370 hartree, largest force on an atom 0.3199 hartree/bohr. Number 3: calculated total energy -5416.886845 hartree, largest force on an atom 0.0463 hartree/bohr.